No. 1
C2H6N2O2S | ωB97M-V/def2-TZVPD

Highest occupied orbital energy (spin up / spin down): -6.9 / -8.7 eV
DFT total energy: -737.76339 Eh
⟨S²⟩: 2.007
Relative energy (zero: lowest compared OMol25 entry of this formula, charge and spin): 83.57 kcal/mol
2S+1: 3

Geometry as XYZ:
```
13
Properties=species:S:1:pos:R:3:forces:R:3:nbo_charge:R:1
C 0.4371 0.8971 -0.7559 1.980 1.236 0.708 -0.020
C -0.6627 0.2428 -0.9616 -1.896 -4.531 -1.654 0.096
N 0.3950 -2.1882 0.6764 4.181 -1.498 -2.770 -0.473
N -0.3896 -1.5366 1.4137 -4.408 -0.381 1.468 -0.564
O 1.6693 0.6039 -1.2792 -1.468 -0.839 -2.170 -0.689
O -1.9069 0.6539 -0.6667 -0.239 1.473 1.666 -0.666
S -0.2800 -0.1740 2.3177 0.537 1.630 0.914 0.318
H 0.4821 1.7815 -0.1458 -0.577 0.636 0.047 0.156
H -0.8313 -0.8627 -1.3135 1.370 2.334 -0.007 0.210
H 1.2631 -1.6456 0.4711 -0.838 -0.358 0.276 0.301
H -1.2564 -2.0670 1.5779 0.411 0.522 0.206 0.390
H 2.3260 0.5583 -0.6345 1.567 0.014 1.778 0.470
H -1.7834 1.3772 -0.0139 -0.620 -0.237 -0.459 0.470
```
Forces are in eV/Å.

=====

No. 2
C10H15O11PS | ωB97M-V/def2-TZVPD

SMILES: O=C1OC(=O)C(P(O)O)=C1S.COC(=O)OC.COC(=O)OC
Highest occupied orbital energy: -9.2 eV
DFT total energy: -1957.17995 Eh

Geometry as XYZ:
```
38
Properties=species:S:1:pos:R:3:forces:R:3:nbo_charge:R:1
O -5.7538 1.6831 5.2169 4.968 2.119 -2.839 -0.488
C -4.7409 2.1095 4.6016 -3.516 -1.243 1.354 0.737
O -3.9492 3.2136 5.1113 1.251 -1.824 -2.293 -0.488
C -2.7749 3.3069 4.2763 2.917 1.764 -0.863 0.775
O -1.7673 4.0329 4.4762 -5.107 -3.361 -0.421 -0.484
C -2.9613 2.3478 2.9824 -4.099 -2.917 1.225 -0.411
P -1.8678 2.2067 1.4360 2.651 2.698 -1.066 1.294
O -2.8629 2.2273 0.0428 -0.243 -1.308 2.807 -0.939
O -0.8595 0.8140 1.4905 -1.538 0.434 0.628 -0.986
C -4.1636 1.6114 3.1884 2.401 1.809 1.857 -0.211
S -5.0396 0.3506 2.1707 0.554 0.563 0.500 -0.001
H -3.7971 1.9756 0.2393 0.766 -0.116 -0.352 0.499
H -0.0036 1.0691 1.9226 -1.163 0.035 -0.623 0.518
H -4.5719 -0.9126 2.5319 0.152 1.421 0.212 0.188
C 1.1475 0.7466 -5.3406 0.379 0.026 -0.277 -0.257
O -0.1150 0.7319 -4.6767 -0.088 -0.174 0.479 -0.493
C -0.0760 0.2343 -3.4289 -0.261 0.095 -0.092 0.988
O 0.9064 -0.1803 -2.8604 -0.486 0.242 -0.344 -0.654
O -1.3195 0.2783 -2.9233 0.434 -0.001 -0.351 -0.493
C -1.4268 -0.2244 -1.5919 -0.037 -0.178 0.399 -0.257
H 0.9964 1.1668 -6.3357 -0.255 -0.025 0.197 0.197
H 1.8585 1.3784 -4.8032 -0.043 -0.200 0.027 0.192
H 1.5376 -0.2680 -5.4496 0.024 0.134 0.163 0.194
H -0.8182 0.3675 -0.9064 -0.002 -0.205 -0.146 0.200
H -1.1394 -1.2781 -1.5536 0.130 0.143 -0.010 0.187
H -2.4699 -0.1412 -1.2850 0.105 0.131 -0.287 0.195
C 5.3951 -3.9663 0.8621 0.243 -0.345 -0.014 -0.256
O 4.6764 -2.7597 1.1093 -0.267 0.185 -0.219 -0.498
C 3.8359 -2.4057 0.1201 -0.102 0.173 0.016 0.979
O 3.6587 -3.0103 -0.9097 0.114 0.228 0.491 -0.637
O 3.2288 -1.2621 0.4792 0.361 -0.467 0.138 -0.504
C 2.2996 -0.7631 -0.4848 -0.218 0.145 -0.301 -0.253
H 6.0393 -4.1533 1.7223 -0.182 0.261 0.006 0.194
H 4.7083 -4.8092 0.7551 0.071 0.129 -0.154 0.191
H 6.0243 -3.8655 -0.0253 -0.202 -0.067 0.010 0.192
H 1.4897 -1.4776 -0.6450 0.223 0.042 -0.125 0.195
H 2.8040 -0.5344 -1.4245 -0.138 -0.211 0.125 0.209
H 1.8716 0.1597 -0.0903 0.206 -0.133 0.149 0.185
```
Forces are in eV/Å.

=====

No. 3
C3H7N | ωB97M-V/def2-TZVPD

SMILES: C=CCN
Highest occupied orbital energy: -9.1 eV
DFT total energy: -173.18777 Eh
Relative energy (zero: lowest compared OMol25 entry of this formula, charge and spin): 34.08 kcal/mol

Geometry as XYZ:
```
11
Properties=species:S:1:pos:R:3:forces:R:3:nbo_charge:R:1
N 0.2484 -1.3584 0.5339 -2.624 -2.693 1.214 -0.841
C 0.8246 -0.0827 0.4731 2.786 -1.539 1.210 -0.285
C -1.1209 0.7487 -0.8838 3.310 1.901 2.027 -0.435
C 0.0590 0.9345 -0.1703 -4.005 1.332 -0.332 -0.179
H 0.2942 -1.8352 -0.3052 0.542 -1.171 -2.135 0.349
H -0.7763 -1.5128 0.7609 1.699 1.271 0.211 0.359
H 1.7279 -0.1515 -0.2198 -0.497 -0.219 1.116 0.212
H 1.2442 -0.0261 1.5481 -0.575 1.546 -1.655 0.216
H -1.5241 1.6817 -1.2422 -0.527 -0.164 -0.280 0.203
H -1.6491 -0.1695 -0.9768 -0.025 -0.582 -0.337 0.198
H 0.3682 1.9189 0.1835 -0.084 0.319 -1.039 0.203
```
Forces are in eV/Å.

=====

No. 4
C4H4LiMnO5 | ωB97M-V/def2-TZVPD

Highest occupied orbital energy (spin up / spin down): -5.7 / -6.1 eV
DFT total energy: -1689.28980 Eh
⟨S²⟩: 12.111
2S+1: 7

Geometry as XYZ:
```
15
Properties=species:S:1:pos:R:3:forces:R:3:nbo_charge:R:1
O 0.5533 0.3757 0.2422 2.756 1.463 -3.374 -0.575
C 0.6473 1.2653 1.1850 -1.889 -3.372 -0.636 1.000
C -0.4082 -0.8400 0.5750 -1.023 -0.267 2.408 -0.376
O 0.7848 2.4632 0.9456 0.368 0.418 0.504 -0.794
O 0.3365 0.6238 2.3193 0.869 2.414 1.622 -0.498
C 0.0165 -0.7343 2.0653 -2.125 0.520 -0.926 -0.121
H -1.2346 -0.6599 -0.1160 -0.804 2.719 0.328 0.215
H -1.0348 -1.7233 0.7608 1.563 -3.493 -1.032 0.199
H 0.8444 -1.4141 2.2674 0.251 0.277 -0.169 0.192
H -0.8272 -1.0113 2.6977 0.135 0.120 0.349 0.196
O -0.4639 -1.4713 -2.7707 0.081 -2.902 -2.737 -0.598
C -0.3451 -0.4448 -2.2547 -0.570 5.935 3.744 0.699
O -0.2482 0.8343 -2.6034 0.419 -3.147 -0.001 -0.867
Li 0.5989 2.8747 -0.9544 -0.116 -0.954 0.390 0.968
Mn 0.7803 -0.1380 -4.3591 0.085 0.270 -0.471 0.359
```
Forces are in eV/Å.

=====

No. 5
C4H10N6O | ωB97M-V/def2-TZVPD

SMILES: NN1C=C[C@@H](C=O)N(N)N1N
Highest occupied orbital energy: -7.3 eV
DFT total energy: -561.94309 Eh
Relative energy (zero: lowest compared OMol25 entry of this formula, charge and spin): 106.63 kcal/mol

Geometry as XYZ:
```
21
Properties=species:S:1:pos:R:3:forces:R:3:nbo_charge:R:1
C 1.7637 -0.6064 0.1866 -0.410 -1.901 1.207 -0.381
C 1.0377 -1.1111 1.2575 -0.315 1.816 -1.730 0.016
C 1.6082 -0.2854 -2.2501 0.754 0.494 0.850 0.434
C 1.1288 0.2283 -0.8656 -1.548 3.283 -0.453 -0.195
N -0.2763 -0.6435 1.3733 0.816 0.527 -2.173 -0.166
N -0.5177 0.2682 -0.7527 2.943 -0.446 -0.420 -0.152
N -0.7383 0.6185 0.6598 0.920 -1.821 0.542 0.000
N -1.0923 -0.9908 2.4366 1.065 -1.175 1.549 -0.649
N -1.0861 1.3127 -1.4971 -0.838 -1.417 -2.735 -0.699
N -2.1105 0.6094 0.9212 0.415 3.052 0.587 -0.674
O 2.4786 0.2053 -2.9374 -1.074 0.013 0.756 -0.501
H 2.7194 -1.0712 -0.0967 -0.341 0.417 0.517 0.228
H 1.4538 -1.8389 2.0134 -0.859 0.927 -0.983 0.235
H 1.2443 -1.2789 -2.4391 -0.566 -0.882 -0.550 0.113
H 1.4383 1.3600 -0.7911 -0.450 -1.893 -0.127 0.197
H -1.7288 -0.2274 2.5786 -0.345 0.384 0.107 0.390
H -0.3977 -0.9249 3.1623 -0.457 -0.176 1.369 0.337
H -1.2570 0.9196 -2.5083 0.484 1.288 2.760 0.379
H -0.6027 2.2050 -1.5200 0.565 -0.146 0.020 0.349
H -2.5025 1.4320 0.4727 0.172 -0.153 0.162 0.390
H -2.5629 -0.1805 0.5960 -0.930 -2.190 -1.253 0.350
```
Forces are in eV/Å.

=====

No. 6
C3H4IN | ωB97M-V/def2-TZVPD

Highest occupied orbital energy: -10.2 eV
DFT total energy: -469.01743 Eh
Relative energy (zero: lowest compared OMol25 entry of this formula, charge and spin): 67.04 kcal/mol

Geometry as XYZ:
```
9
Properties=species:S:1:pos:R:3:forces:R:3:nbo_charge:R:1
C -0.1517 -0.1308 -1.1680 -0.325 -0.407 -0.189 -0.248
C 0.7777 0.5699 -0.8838 -1.550 -1.163 -0.456 -0.225
C 3.6366 0.8734 0.5598 0.388 0.291 -0.754 0.284
N 3.4678 0.3935 1.5974 -0.428 -0.158 0.947 -0.722
I -5.8424 -0.9438 0.5493 0.124 -0.168 -1.068 -0.107
H -0.9485 -0.8082 -1.4467 0.446 0.553 0.208 0.238
H -5.6627 -1.1994 -1.0853 -0.121 0.168 1.065 0.107
H 1.6260 1.0839 -0.6200 1.279 1.016 0.325 0.224
H 3.0972 0.1614 2.4973 0.187 -0.131 -0.078 0.449
```
Forces are in eV/Å.

=====

Question: What is the formula in the fourth record?
Answer: C4H4LiMnO5